# 1
H12O6Pt as an isolated structure at a distorted geometry. Source: the Open Molecules 2025 dataset; level of theory: ωB97M-V with the def2-TZVPD basis set.

## Properties
- Total energy: -15708.542 eV
- Total charge: +2
- Multiplicity: 3
- ΔE to the lowest compared entry with this formula, charge and spin: 7.96 kcal/mol
- <S²>: 2.002
- Frontier orbital gap (spin up / spin down): 10.33 / 10.16 eV

Last column: Mulliken charge in e.
Element x y z (Å)
Pt: -11.447 -13.339 -19.393  1.65
O: -12.979 -12.552 -20.774  -0.57
H: -13.826 -13.026 -20.835  0.34
H: -13.183 -11.635 -21.027  0.31
O: -13.023 -13.213 -17.626  -0.59
H: -13.792 -12.653 -17.813  0.33
H: -13.259 -13.708 -16.824  0.30
O: -12.038 -15.335 -20.293  -0.59
H: -11.949 -16.246 -19.967  0.29
H: -12.587 -15.403 -21.091  0.32
O: -10.543 -11.573 -18.246  -0.62
H: -11.135 -10.906 -17.857  0.36
H: -9.802 -11.073 -18.629  0.35
O: -10.231 -13.162 -21.182  -0.53
H: -10.198 -12.391 -21.773  0.31
H: -9.433 -13.682 -21.383  0.32
O: -10.374 -14.522 -17.917  -0.60
H: -9.479 -14.580 -17.538  0.29
H: -10.807 -15.358 -17.688  0.34



# 2
H12O7Y2 as an isolated structure at a distorted geometry. Source: the Open Molecules 2025 dataset; level of theory: ωB97M-V with the def2-TZVPD basis set.

## Properties
- Total energy: -16571.704 eV
- Total charge: +4
- ΔE to the lowest compared entry with this formula, charge and spin: 0.00 kcal/mol
- Frontier orbital gap: 7.13 eV

Last column: Mulliken charge in e.
Element x y z (Å)
Y: 1.118 4.276 8.842  1.87
Y: -1.005 3.303 5.820  1.97
O: 1.094 3.190 6.773  -0.73
H: 1.957 3.072 6.335  0.34
O: -1.028 3.982 7.980  -0.61
H: -1.466 3.719 8.811  0.53
O: 0.030 6.227 9.357  -0.48
H: -0.150 6.569 10.263  0.37
H: -0.414 6.861 8.761  0.35
O: -2.980 4.633 6.013  -0.52
H: -3.345 5.041 5.194  0.38
H: -3.638 4.849 6.707  0.35
O: -2.694 5.541 10.726  -0.64
H: -3.011 6.134 10.032  0.30
H: -3.202 4.708 10.582  0.39
O: -0.196 4.001 10.804  -0.53
H: -0.220 3.209 11.386  0.35
H: -1.011 4.531 11.047  0.34
O: -3.759 3.285 9.506  -0.57
H: -3.867 2.342 9.731  0.39
H: -3.170 3.318 8.745  0.14